[1]
{
  "formula": "C20H68N24NbO15",
  "method": "ωB97M-V/def2-TZVPD",
  "total_charge": -1,
  "gap_ev": 6.14,
  "symbols": ["C", "O", "C", "C", "C", "C", "Nb", "C", "C", "O", "C", "O", "H", "H", "H", "H", "H", "H", "H", "H", "H", "H", "H", "H", "H", "H", "H", "H", "H", "H", "H", "H", "C", "O", "N", "N", "H", "H", "H", "H", "C", "O", "N", "N", "H", "H", "H", "H", "C", "O", "N", "N", "H", "H", "H", "H", "C", "O", "N", "N", "H", "H", "H", "H", "C", "O", "N", "N", "H", "H", "H", "H", "C", "O", "N", "N", "H", "H", "H", "H", "C", "O", "N", "N", "H", "H", "H", "H", "C", "O", "N", "N", "H", "H", "H", "H", "C", "O", "N", "N", "H", "H", "H", "H", "C", "O", "N", "N", "H", "H", "H", "H", "C", "O", "N", "N", "H", "H", "H", "H", "C", "O", "N", "N", "H", "H", "H", "H"],
  "positions_angstrom": [[0.119, -1.752, 2.266], [-1.003, -0.807, 1.967], [-1.095, -0.719, 0.473], [-2.463, -1.505, 0.021], [-2.299, -2.483, -1.287], [-1.500, -3.897, -0.979], [0.397, -4.081, -2.305], [1.750, -4.305, -0.471], [2.935, -3.179, -0.619], [2.809, -2.190, 0.463], [2.913, -0.815, -0.115], [3.284, 0.223, 0.648], [1.115, -1.127, 2.158], [0.015, -2.619, 1.477], [0.021, -2.256, 3.327], [-1.254, 0.440, 0.242], [-0.117, -1.077, -0.061], [-3.246, -0.661, -0.293], [-2.912, -2.019, 0.973], [-3.394, -2.803, -1.636], [-1.841, -1.913, -2.229], [-1.281, -4.088, 0.156], [-2.192, -4.799, -1.343], [0.563, -2.277, -2.242], [1.882, -4.247, -3.335], [0.258, -5.915, -2.362], [-0.631, -4.028, -3.801], [1.131, -4.235, 0.533], [2.271, -5.374, -0.444], [3.962, -3.734, -0.528], [2.907, -2.709, -1.709], [2.733, -0.579, -1.263], [4.341, -2.411, 3.795], [3.205, -2.072, 4.088], [5.090, -3.202, 4.583], [4.945, -2.022, 2.657], [6.027, -3.492, 4.359], [4.673, -3.517, 5.449], [4.415, -1.425, 2.035], [5.879, -2.291, 2.399], [-3.760, 0.013, -3.931], [-4.117, -1.138, -4.124], [-2.737, 0.579, -4.596], [-4.357, 0.819, -3.034], [-2.429, 1.525, -4.451], [-2.260, 0.007, -5.280], [-5.132, 0.432, -2.511], [-4.078, 1.769, -2.861], [0.549, 1.181, 6.227], [0.114, 1.989, 7.032], [1.642, 1.415, 5.480], [-0.026, -0.017, 6.016], [2.016, 0.762, 4.812], [2.106, 2.305, 5.608], [-0.852, -0.233, 6.558], [0.317, -0.695, 5.357], [-3.077, -7.779, -0.650], [-2.060, -7.152, -0.396], [-3.761, -8.464, 0.283], [-3.604, -7.840, -1.887], [-4.600, -8.986, 0.094], [-3.398, -8.444, 1.227], [-3.119, -7.338, -2.619], [-4.440, -8.351, -2.115], [5.662, 2.937, 5.181], [5.227, 3.745, 5.986], [6.755, 3.171, 4.434], [5.087, 1.739, 4.970], [7.129, 2.518, 3.766], [7.219, 4.061, 4.562], [4.261, 1.523, 5.512], [5.430, 1.061, 4.312], [-3.880, 3.763, -7.087], [-2.794, 4.207, -6.748], [-4.332, 2.562, -6.683], [-4.721, 4.435, -7.893], [-5.223, 2.180, -6.951], [-3.730, 2.024, -6.075], [-4.418, 5.344, -8.220], [-5.619, 4.086, -8.183], [-4.717, -0.492, 5.686], [-5.074, -1.644, 5.493], [-3.694, 0.074, 5.021], [-5.315, 0.313, 6.583], [-3.386, 1.020, 5.167], [-3.217, -0.499, 4.337], [-6.089, -0.074, 7.106], [-5.035, 1.264, 6.757], [3.435, 3.790, -0.467], [4.068, 3.170, -1.307], [2.988, 3.227, 0.670], [3.127, 5.093, -0.604], [2.465, 3.721, 1.373], [3.198, 2.247, 0.812], [3.444, 5.555, -1.446], [2.606, 5.620, 0.076], [-0.231, 0.885, -7.281], [-0.953, 0.859, -6.298], [-0.711, 0.870, -8.538], [1.111, 0.931, -7.197], [-0.132, 0.891, -9.360], [-1.717, 0.836, -8.646], [1.514, 0.943, -6.269], [1.723, 0.952, -7.996], [-3.053, -6.979, 3.802], [-3.253, -7.694, 2.832], [-3.760, -7.085, 4.942], [-2.109, -6.022, 3.817], [-3.609, -6.506, 5.750], [-4.481, -7.794, 4.973], [-1.554, -5.909, 2.978], [-1.929, -5.423, 4.605], [-0.390, 6.918, -4.698], [0.343, 7.739, -4.169], [-1.676, 7.177, -4.998], [0.022, 5.681, -5.027], [-2.295, 6.514, -5.433], [-2.026, 8.098, -4.766], [0.983, 5.444, -4.818], [-0.567, 4.991, -5.462], [4.011, 8.028, 1.697], [3.284, 7.050, 1.623], [3.961, 8.895, 2.725], [4.927, 8.328, 0.759], [4.550, 9.706, 2.804], [3.285, 8.706, 3.454], [4.997, 7.701, -0.032], [5.534, 9.129, 0.803]],
  "lowdin_charge": [-0.103, -0.298, -0.203, -0.187, -0.323, -0.429, 1.148, -0.418, -0.338, -0.162, -0.115, -0.092, 0.093, 0.071, 0.091, 0.127, 0.098, 0.095, 0.117, 0.101, 0.066, 0.025, 0.026, -0.149, -0.190, -0.160, -0.186, 0.031, 0.037, 0.114, 0.054, 0.174, -0.717, 0.011, 0.145, 0.170, 0.094, 0.109, 0.070, 0.100, -0.726, 0.016, 0.130, 0.148, 0.094, 0.081, 0.107, 0.093, -0.723, 0.007, 0.159, 0.162, 0.092, 0.105, 0.103, 0.087, -0.718, 0.001, 0.144, 0.143, 0.089, 0.045, 0.109, 0.087, -0.724, 0.015, 0.147, 0.163, 0.097, 0.109, 0.086, 0.096, -0.715, 0.010, 0.175, 0.147, 0.104, 0.071, 0.109, 0.097, -0.730, 0.013, 0.162, 0.141, 0.100, 0.109, 0.107, 0.096, -0.727, -0.001, 0.165, 0.148, 0.100, 0.057, 0.104, 0.066, -0.675, 0.010, 0.159, 0.162, 0.098, 0.112, 0.120, 0.099, -0.681, 0.017, 0.150, 0.172, 0.098, 0.109, 0.120, 0.100, -0.729, 0.004, 0.150, 0.161, 0.078, 0.106, 0.111, 0.082, -0.707, 0.020, 0.150, 0.155, 0.096, 0.114, 0.110, 0.097]
}



[2]
{
  "formula": "C20H69AsF6N5O12",
  "method": "ωB97M-V/def2-TZVPD",
  "total_charge": -1,
  "de_lowest_kj_mol": 193.9,
  "gap_ev": 8.65,
  "symbols": ["As", "F", "F", "F", "F", "F", "F", "O", "H", "H", "O", "H", "H", "O", "H", "H", "O", "H", "H", "O", "H", "H", "O", "H", "H", "O", "H", "H", "C", "C", "C", "O", "C", "N", "H", "H", "H", "H", "H", "H", "H", "H", "H", "H", "H", "C", "C", "C", "O", "C", "N", "H", "H", "H", "H", "H", "H", "H", "H", "H", "H", "H", "C", "C", "C", "O", "C", "N", "H", "H", "H", "H", "H", "H", "H", "H", "H", "H", "H", "C", "C", "C", "O", "C", "N", "H", "H", "H", "H", "H", "H", "H", "H", "H", "H", "H", "C", "C", "C", "O", "C", "N", "H", "H", "H", "H", "H", "H", "H", "H", "H", "H", "H"],
  "positions_angstrom": [[-6.347, -11.303, 3.288], [-8.126, -11.260, 2.808], [-6.379, -12.952, 3.835], [-4.575, -11.402, 3.678], [-6.165, -9.555, 2.717], [-6.677, -10.576, 4.965], [-5.914, -11.871, 1.591], [-9.651, -10.368, 0.277], [-9.302, -10.554, 1.149], [-10.017, -9.486, 0.348], [-5.706, -15.122, 2.325], [-5.831, -15.745, 3.042], [-6.416, -14.489, 2.430], [-11.205, -11.548, 4.762], [-10.663, -11.247, 4.033], [-10.939, -11.001, 5.501], [-7.107, -15.831, 4.652], [-7.847, -16.252, 5.090], [-7.454, -14.990, 4.352], [-8.206, -7.590, 3.641], [-7.641, -8.344, 3.474], [-7.600, -6.870, 3.816], [-6.066, -12.132, -1.191], [-6.553, -11.382, -1.531], [-6.138, -12.055, -0.240], [-3.545, -13.358, 2.465], [-2.650, -13.037, 2.357], [-3.940, -12.758, 3.099], [-8.201, -7.988, -2.578], [-6.972, -8.771, -1.916], [-6.402, -8.194, -0.581], [-5.842, -6.901, -0.809], [-5.257, -6.266, 0.357], [-7.605, -10.062, -1.958], [-8.056, -6.908, -2.572], [-9.101, -8.222, -2.010], [-8.302, -8.176, -3.647], [-6.080, -8.887, -2.531], [-5.493, -8.719, -0.287], [-7.101, -8.188, 0.255], [-4.334, -6.731, 0.703], [-6.004, -6.135, 1.140], [-5.022, -5.224, 0.143], [-8.521, -10.018, -1.535], [-7.742, -10.336, -2.921], [-2.251, -13.838, 5.704], [-3.101, -13.885, 6.915], [-4.540, -13.293, 6.796], [-5.236, -13.400, 8.069], [-6.636, -13.612, 7.988], [-3.137, -15.273, 7.415], [-2.319, -12.894, 5.163], [-2.628, -14.459, 4.891], [-1.180, -13.960, 5.863], [-2.566, -13.390, 7.726], [-4.993, -13.901, 6.013], [-4.533, -12.230, 6.558], [-6.985, -14.247, 8.802], [-7.068, -14.132, 7.132], [-7.003, -12.586, 8.008], [-3.698, -15.826, 6.783], [-3.756, -15.157, 8.205], [-8.412, -9.787, 8.296], [-9.526, -10.547, 7.718], [-10.867, -10.264, 8.465], [-12.049, -10.753, 7.860], [-12.213, -12.154, 7.986], [-9.721, -10.087, 6.332], [-8.620, -8.731, 8.463], [-7.534, -9.882, 7.657], [-8.132, -10.223, 9.255], [-9.174, -11.578, 7.674], [-11.119, -9.220, 8.650], [-10.644, -10.616, 9.472], [-11.451, -12.634, 7.372], [-13.197, -12.480, 7.650], [-12.293, -12.355, 9.054], [-8.924, -10.314, 5.755], [-9.788, -9.080, 6.316], [-10.373, -16.092, 2.484], [-9.845, -14.802, 1.868], [-10.825, -14.055, 0.898], [-11.181, -14.932, -0.176], [-12.010, -14.376, -1.124], [-9.368, -13.915, 2.910], [-9.565, -16.608, 3.004], [-10.754, -16.775, 1.725], [-11.250, -15.975, 3.121], [-8.905, -15.008, 1.356], [-10.356, -13.139, 0.540], [-11.719, -13.849, 1.487], [-11.969, -15.110, -1.929], [-11.597, -13.459, -1.544], [-13.039, -14.217, -0.801], [-9.421, -12.948, 2.623], [-10.037, -13.974, 3.665], [-2.620, -10.068, 1.083], [-1.466, -9.185, 0.593], [-0.350, -10.005, -0.004], [0.302, -10.565, 1.049], [1.448, -11.412, 0.825], [-2.066, -8.242, -0.353], [-2.347, -10.389, 2.088], [-2.815, -10.945, 0.466], [-3.512, -9.458, 1.229], [-0.882, -8.567, 1.273], [0.389, -9.355, -0.473], [-0.711, -10.684, -0.776], [2.338, -10.786, 0.884], [1.286, -11.987, -0.087], [1.617, -11.965, 1.750], [-2.833, -7.846, 0.171], [-2.456, -8.731, -1.146]],
  "lowdin_charge": [1.050, -0.291, -0.232, -0.280, -0.301, -0.299, -0.266, -0.042, 0.005, 0.041, -0.062, -0.002, -0.017, -0.089, 0.001, -0.051, -0.057, 0.037, -0.006, -0.063, -0.023, 0.025, -0.094, -0.065, -0.027, -0.074, 0.022, -0.052, -0.053, -0.332, -0.162, -0.203, -0.078, -0.007, 0.057, 0.067, 0.069, 0.138, 0.110, 0.117, 0.063, 0.079, 0.082, 0.046, 0.099, -0.081, -0.441, -0.146, -0.202, -0.102, 0.034, 0.068, 0.078, 0.080, 0.130, 0.114, 0.121, 0.082, 0.074, 0.070, 0.064, 0.050, -0.093, -0.414, -0.195, -0.186, -0.099, 0.038, 0.086, 0.080, 0.082, 0.133, 0.128, 0.115, 0.086, 0.086, 0.085, 0.067, 0.100, -0.055, -0.414, -0.154, -0.188, -0.148, 0.047, 0.068, 0.072, 0.077, 0.135, 0.113, 0.126, 0.087, 0.085, 0.084, 0.033, 0.065, -0.042, -0.417, -0.279, -0.197, -0.062, 0.032, 0.071, 0.096, 0.058, 0.139, 0.122, 0.128, 0.077, 0.091, 0.083, 0.021, 0.072]
}



[3]
{
  "formula": "C20H80O30",
  "method": "ωB97M-V/def2-TZVPD",
  "de_lowest_kj_mol": 156.7,
  "gap_ev": 8.83,
  "symbols": ["O", "H", "H", "O", "H", "H", "O", "H", "H", "O", "H", "H", "O", "H", "H", "O", "H", "H", "O", "H", "H", "O", "H", "H", "O", "H", "H", "O", "H", "H", "C", "C", "O", "O", "H", "H", "H", "H", "H", "H", "C", "C", "O", "O", "H", "H", "H", "H", "H", "H", "C", "C", "O", "O", "H", "H", "H", "H", "H", "H", "C", "C", "O", "O", "H", "H", "H", "H", "H", "H", "C", "C", "O", "O", "H", "H", "H", "H", "H", "H", "C", "C", "O", "O", "H", "H", "H", "H", "H", "H", "C", "C", "O", "O", "H", "H", "H", "H", "H", "H", "C", "C", "O", "O", "H", "H", "H", "H", "H", "H", "C", "C", "O", "O", "H", "H", "H", "H", "H", "H", "C", "C", "O", "O", "H", "H", "H", "H", "H", "H"],
  "positions_angstrom": [[3.644, 0.531, 0.714], [3.950, -0.272, 0.358], [4.381, 1.114, 0.732], [0.374, 1.908, -3.503], [1.285, 1.699, -3.614], [0.127, 1.954, -2.589], [-1.121, -3.145, -1.005], [-1.658, -3.846, -1.434], [-1.712, -2.373, -1.072], [0.613, -5.308, -1.645], [-0.027, -4.961, -1.022], [0.038, -5.599, -2.361], [-2.955, 1.259, 0.609], [-2.628, 2.122, 0.824], [-3.251, 0.912, 1.471], [-1.414, 3.608, 0.605], [-0.991, 4.075, -0.095], [-1.500, 4.226, 1.299], [1.580, 2.373, 1.395], [2.216, 1.811, 0.960], [1.776, 3.294, 1.267], [-1.384, -4.633, 1.350], [-1.432, -4.665, 2.324], [-1.741, -3.779, 1.100], [2.891, -3.810, -1.379], [3.386, -4.556, -1.730], [2.045, -4.218, -1.248], [1.253, -4.755, 1.230], [1.862, -4.083, 1.482], [0.324, -4.414, 1.360], [1.025, -2.367, -3.817], [1.691, -3.307, -4.671], [2.909, -2.721, -5.107], [-0.201, -2.921, -3.506], [0.675, -1.428, -4.247], [1.488, -2.312, -2.894], [1.180, -3.582, -5.527], [1.865, -4.180, -4.058], [3.354, -2.345, -4.380], [-0.279, -3.050, -2.547], [-4.162, -2.655, 1.311], [-4.992, -2.562, 2.606], [-6.370, -2.592, 2.294], [-2.796, -2.370, 1.547], [-4.535, -1.950, 0.543], [-4.203, -3.635, 0.962], [-4.957, -1.547, 3.094], [-4.760, -3.287, 3.332], [-6.585, -3.413, 1.787], [-2.676, -1.451, 1.656], [3.123, 4.828, -2.143], [2.723, 3.698, -1.222], [3.574, 3.718, -0.118], [2.457, 4.811, -3.399], [4.164, 4.708, -2.275], [3.082, 5.750, -1.652], [2.889, 2.760, -1.814], [1.662, 3.680, -0.857], [4.432, 3.342, -0.266], [2.916, 4.244, -3.978], [0.435, 0.281, -0.891], [0.283, -0.467, 0.450], [0.801, -1.711, 0.296], [-0.074, 1.582, -0.871], [0.049, -0.313, -1.656], [1.490, 0.441, -1.083], [-0.763, -0.511, 0.798], [1.024, -0.033, 1.083], [0.103, -2.285, -0.171], [0.146, 1.862, 0.032], [-1.373, -2.121, 4.861], [-0.218, -1.703, 3.862], [-0.057, -2.729, 2.958], [-1.673, -1.018, 5.598], [-1.004, -2.901, 5.560], [-2.256, -2.371, 4.264], [0.852, -1.638, 4.287], [-0.469, -0.763, 3.355], [0.376, -2.332, 2.233], [-2.082, -1.291, 6.395], [-0.402, 2.596, 3.814], [-1.086, 2.201, 5.156], [-0.923, 3.245, 6.026], [-0.573, 1.735, 2.823], [0.694, 2.787, 3.975], [-0.779, 3.635, 3.577], [-0.586, 1.344, 5.588], [-2.142, 1.994, 4.968], [-0.507, 2.955, 6.808], [0.155, 1.935, 2.210], [-2.860, 3.349, -2.918], [-3.571, 3.982, -1.766], [-4.393, 3.028, -1.084], [-2.221, 4.355, -3.690], [-3.558, 2.820, -3.539], [-2.151, 2.606, -2.717], [-4.114, 4.845, -2.113], [-2.851, 4.486, -1.192], [-3.807, 2.311, -0.822], [-1.429, 4.630, -3.267], [3.415, -0.194, 5.284], [2.639, 0.408, 4.065], [3.274, 1.609, 3.602], [2.953, -1.506, 5.533], [3.401, 0.351, 6.268], [4.452, -0.192, 5.136], [1.664, 0.688, 4.309], [2.572, -0.189, 3.146], [2.735, 1.929, 2.856], [2.708, -1.570, 6.486], [-3.912, 0.203, -3.060], [-2.512, -0.366, -2.699], [-2.563, -0.856, -1.384], [-3.850, 0.541, -4.400], [-4.098, 1.126, -2.462], [-4.617, -0.521, -2.803], [-1.789, 0.413, -2.628], [-2.229, -1.013, -3.474], [-2.811, -0.163, -0.807], [-4.294, -0.122, -4.958], [3.168, 0.572, -4.581], [3.795, 0.217, -3.250], [4.076, -1.185, -3.219], [2.899, 1.934, -4.475], [2.197, 0.080, -4.783], [3.859, 0.415, -5.417], [3.166, 0.517, -2.464], [4.713, 0.742, -2.894], [4.237, -1.461, -2.311], [3.590, 2.403, -4.911]],
  "lowdin_charge": [0.019, 0.047, 0.046, -0.015, -0.031, -0.028, -0.072, 0.116, 0.041, -0.035, 0.008, 0.067, -0.031, 0.005, 0.081, 0.004, 0.046, 0.048, -0.034, 0.021, 0.076, -0.065, 0.075, -0.013, -0.049, 0.049, -0.035, -0.066, 0.010, -0.012, -0.292, -0.230, -0.044, -0.078, 0.132, 0.090, 0.110, 0.116, -0.001, 0.023, -0.193, -0.237, -0.080, -0.084, 0.135, 0.104, 0.140, 0.100, 0.109, 0.056, -0.224, -0.241, -0.058, -0.015, 0.108, 0.108, 0.121, 0.123, 0.088, 0.036, -0.207, -0.255, -0.062, -0.093, 0.092, 0.103, 0.124, 0.093, 0.087, 0.048, -0.232, -0.215, -0.072, -0.056, 0.135, 0.103, 0.127, 0.102, 0.024, 0.075, -0.318, -0.252, -0.033, -0.070, 0.125, 0.123, 0.105, 0.123, 0.069, 0.027, -0.240, -0.227, -0.052, -0.026, 0.109, 0.084, 0.125, 0.074, 0.023, 0.062, -0.214, -0.202, -0.098, -0.085, 0.135, 0.089, 0.070, 0.115, 0.027, 0.107, -0.233, -0.180, -0.074, -0.041, 0.104, 0.107, 0.086, 0.112, 0.033, 0.111, -0.204, -0.210, -0.064, -0.085, 0.126, 0.142, 0.065, 0.134, 0.093, 0.091]
}